The following is a DFT calculation (ωB97M-V/def2-TZVPD) of C10H15Br18NPS as an isolated structure.

XYZ file:
```
46
Properties=species:S:1:pos:R:3
S -1.426 2.616 -0.458
P -2.677 2.059 0.867
C -2.025 0.783 2.052
N -2.777 0.062 2.795
C -2.076 -0.981 3.574
C -0.598 -0.800 3.135
C -0.606 0.469 2.262
H -3.174 3.028 1.752
H -3.840 1.387 0.455
H -3.785 0.172 2.834
H -2.288 -0.899 4.636
H -2.455 -1.938 3.221
H 0.068 -0.749 3.986
H -0.388 -1.670 2.523
H -0.169 1.321 2.800
H -0.021 0.431 1.345
C 1.508 -4.460 3.208
Br 2.537 -4.693 4.804
Br -0.369 -4.236 3.622
Br 2.203 -3.033 2.118
H 1.586 -5.365 2.623
C -1.694 4.324 -4.644
Br 0.008 3.734 -3.968
Br -1.771 4.206 -6.555
Br -3.142 3.360 -3.822
H -1.803 5.362 -4.369
C -2.754 -5.781 6.784
Br -3.850 -5.826 8.353
Br -2.330 -7.536 6.144
Br -3.575 -4.718 5.393
H -1.826 -5.295 7.043
C -0.155 3.945 -10.388
Br -2.040 3.661 -10.097
Br 0.908 2.786 -9.288
Br 0.299 3.777 -12.244
H 0.066 4.961 -10.092
C 6.521 -6.069 6.082
Br 7.357 -4.541 5.274
Br 7.780 -7.154 7.035
Br 5.053 -5.544 7.214
H 6.109 -6.670 5.285
C 2.315 7.232 -8.627
Br 3.948 6.609 -7.837
Br 2.357 7.104 -10.543
Br 0.791 6.295 -7.917
H 2.204 8.275 -8.369
```

- Charge: +1
- Multiplicity: 1
- Orbital gap: 6.6 eV

***

The following is a DFT calculation (ωB97M-V/def2-TZVPD) of C27H20ClN3O3PS4SbV as an isolated structure.

XYZ file:
```
61
Properties=species:S:1:pos:R:3
V -1.908 0.710 -0.164
Cl -0.583 2.140 1.547
C -0.795 1.393 3.135
C -0.446 2.132 4.245
C -0.581 1.523 5.486
C -1.048 0.219 5.588
C -1.388 -0.496 4.451
C -1.260 0.091 3.192
P -1.604 -0.821 1.680
C -0.052 -1.596 1.195
C 1.152 -1.087 1.695
C 2.360 -1.549 1.197
C 2.376 -2.524 0.209
C 1.184 -3.053 -0.272
C -0.028 -2.587 0.207
C -2.873 -2.029 2.037
C -2.501 -3.318 2.417
C -3.480 -4.240 2.755
C -4.818 -3.876 2.720
C -5.187 -2.588 2.350
C -4.217 -1.663 2.005
H -0.082 3.145 4.147
H -0.319 2.076 6.377
H -1.150 -0.245 6.559
H -1.758 -1.509 4.539
H 1.159 -0.330 2.469
H 3.288 -1.142 1.575
H 3.320 -2.873 -0.188
H 1.198 -3.820 -1.033
H -0.950 -2.994 -0.189
H -1.458 -3.608 2.446
H -3.196 -5.242 3.045
H -5.580 -4.599 2.982
H -6.231 -2.307 2.331
H -4.508 -0.657 1.723
S -4.553 1.471 -3.482
Sb -4.877 0.394 -1.629
S -2.578 -0.948 -1.221
S -3.601 1.832 0.228
O 7.024 0.752 -4.625
S 6.291 1.279 -3.503
O 5.677 0.289 -2.631
O 6.862 2.421 -2.827
C 4.817 2.025 -4.293
N 4.885 2.596 -5.500
C 3.759 3.050 -6.020
C 2.520 2.957 -5.376
C 2.574 2.386 -4.117
N 3.705 1.944 -3.589
C 1.423 2.126 -3.223
C 1.697 1.353 -2.086
C 0.690 1.074 -1.213
N -0.576 1.508 -1.411
C -0.862 2.240 -2.507
C 0.114 2.572 -3.420
H 3.827 3.497 -7.006
H 1.613 3.303 -5.850
H 2.712 1.010 -1.925
H 0.872 0.483 -0.322
H -1.896 2.537 -2.630
H -0.153 3.172 -4.278
```

- Relative energy (zero: lowest compared OMol25 entry of this formula, charge and spin): 0.000 eV
- Charge: +1
- Multiplicity: 1
- Orbital gap: 3.0 eV

***

The following is a DFT calculation (ωB97M-V/def2-TZVPD) of C13H18AlF5N2 as an isolated structure.

XYZ file:
```
39
Properties=species:S:1:pos:R:3
C -2.766 0.108 2.263
C -2.201 -0.362 1.310
N -1.503 -0.924 0.251
N -2.162 -0.880 -0.902
C -1.465 -1.412 -1.851
C -0.171 -1.948 -1.776
F 0.362 -2.402 -2.865
C 0.489 -1.975 -0.552
C 1.877 -2.535 -0.398
C 2.796 -2.057 -1.588
C -0.298 -1.429 0.485
C 0.248 -1.412 1.896
C 0.786 -0.021 2.342
C 1.408 0.846 1.201
C 0.509 2.091 0.948
C 0.888 3.168 2.010
H -3.488 0.552 2.915
H -1.958 -1.435 -2.827
H 1.877 -3.634 -0.405
H 2.383 -2.213 0.514
H 3.816 -2.052 -1.189
H 2.721 -2.705 -2.460
H 2.510 -1.024 -1.821
H -0.484 -1.790 2.622
H 1.086 -2.110 1.965
H 1.580 -0.217 3.077
H 0.042 0.576 2.880
H 1.663 0.284 0.293
H 2.359 1.231 1.596
H 0.565 2.494 -0.068
H -0.543 1.832 1.146
H 0.664 2.754 3.002
H 0.385 4.122 1.836
H 1.974 3.319 1.930
F -2.077 3.352 -2.881
Al -3.196 2.244 -3.564
F -3.932 2.925 -4.946
F -4.392 1.854 -2.396
F -2.352 0.787 -3.993
```

- Relative energy (zero: lowest compared OMol25 entry of this formula, charge and spin): 0.568 eV
- Multiplicity: 1
- Orbital gap: 8.0 eV

***

Number 1: E -47516.25529 hartree, HOMO energy -0.4155 hartree, strongest force on any atom 0.02116 hartree/bohr. Number 2: E -5009.18242 hartree, HOMO energy -0.3344 hartree, strongest force on any atom 0.01546 hartree/bohr. Number 3: E -1357.56202 hartree, HOMO energy -0.3835 hartree, strongest force on any atom 0.05305 hartree/bohr.